Density functional theory data (the ωB97M-V functional and the def2-TZVPD basis) for C36H49F4N4S3SnTe as an isolated structure in a non-equilibrium geometry.

Atoms and positions in Å:
1 Sn -1.087 -0.346 0.347
2 C -4.943 -0.753 3.124
3 C -3.917 -0.534 2.016
4 N -2.495 -0.752 2.370
5 C -2.268 -2.062 3.006
6 C -2.589 -3.220 2.083
7 C -1.989 0.289 3.268
8 C -2.002 1.689 2.661
9 N -1.688 1.678 1.244
10 C -1.996 2.804 0.549
11 C -2.172 2.727 -0.848
12 F -2.055 1.487 -1.428
13 C -2.586 3.794 -1.626
14 F -2.730 3.607 -2.934
15 C -2.845 5.028 -1.056
16 C -2.639 5.164 0.311
17 F -2.855 6.329 0.892
18 C -2.212 4.095 1.095
19 F -1.998 4.318 2.398
20 H -5.916 -0.456 2.739
21 H -4.736 -0.151 4.004
22 H -5.014 -1.794 3.424
23 H -4.001 0.494 1.653
24 H -4.148 -1.197 1.172
25 H -2.858 -2.136 3.923
26 H -1.208 -2.107 3.280
27 H -3.654 -3.346 1.927
28 H -2.210 -4.139 2.517
29 H -2.102 -3.059 1.116
30 H -0.959 0.006 3.503
31 H -2.563 0.306 4.198
32 H -1.271 2.292 3.210
33 H -2.979 2.154 2.811
34 H -3.216 5.851 -1.648
35 C -3.600 -4.457 -2.211
36 C -4.202 -3.070 -2.086
37 S -3.038 -1.690 -1.793
38 C -1.963 -1.712 -3.259
39 C -0.738 -2.625 -3.230
40 S 0.081 -2.719 -1.592
41 C 0.184 -4.507 -1.161
42 C -0.981 -5.400 -1.533
43 S -2.580 -4.947 -0.774
44 H -3.008 -4.559 -3.118
45 H -4.426 -5.170 -2.258
46 H -4.892 -3.024 -1.244
47 H -4.745 -2.825 -3.002
48 H -1.643 -0.674 -3.362
49 H -2.595 -1.968 -4.113
50 H 0.001 -2.226 -3.927
51 H -0.978 -3.641 -3.532
52 H 0.328 -4.488 -0.082
53 H 1.090 -4.899 -1.630
54 H -0.763 -6.402 -1.161
55 H -1.107 -5.473 -2.611
56 Te 0.918 1.816 -1.959
57 C 2.459 2.831 -0.886
58 C 2.179 4.122 -0.452
59 C 3.210 4.916 0.021
60 C 4.499 4.412 0.102
61 C 4.762 3.103 -0.276
62 C 3.744 2.315 -0.781
63 C 2.225 1.505 -3.642
64 C 2.042 2.348 -4.731
65 C 2.908 2.257 -5.808
66 C 3.936 1.329 -5.799
67 C 4.103 0.479 -4.715
68 C 3.245 0.565 -3.631
69 H 1.174 4.516 -0.527
70 H 3.008 5.935 0.304
71 H 5.302 5.037 0.456
72 H 5.764 2.707 -0.204
73 H 3.964 1.316 -1.127
74 H 1.246 3.081 -4.741
75 H 2.774 2.914 -6.655
76 H 4.606 1.261 -6.641
77 H 4.897 -0.254 -4.718
78 H 3.364 -0.112 -2.797
79 C 2.691 -0.937 1.065
80 C 4.125 -0.777 1.685
81 N 3.961 -0.440 3.068
82 C 3.234 -1.449 3.777
83 C 1.778 -1.474 3.185
84 N 1.704 -0.557 2.059
85 C 1.962 0.799 2.516
86 C 3.359 0.848 3.234
87 H 2.518 -1.974 0.775
88 H 2.570 -0.301 0.180
89 H 4.691 0.008 1.184
90 H 4.676 -1.714 1.605
91 H 3.204 -1.206 4.842
92 H 3.721 -2.418 3.657
93 H 1.063 -1.168 3.949
94 H 1.522 -2.482 2.852
95 H 1.177 1.105 3.206
96 H 1.957 1.471 1.655
97 H 3.255 1.066 4.299
98 H 3.981 1.620 2.782

Calculated values
**Relative energy (zero: lowest compared OMol25 entry of this formula, charge and spin)**: 45.1 kcal per mole
**Max |F|**: 1.42 eV/Å
**Charge**: +3


Density functional theory data (the ωB97M-V functional and the def2-TZVPD basis) for one molecule with the formula C3H2N2O3 in a non-equilibrium geometry.

Atoms and positions in Å:
1 C -1.115 -1.125 0.832
2 C 0.980 -0.442 -0.363
3 C 0.239 1.578 -0.804
4 H -1.788 -0.361 1.500
5 H 1.831 -1.239 -0.123
6 N -0.379 -0.344 -0.039
7 N 1.359 0.600 -0.798
8 O -0.975 -2.353 1.059
9 O 0.524 2.796 -1.120
10 O -0.677 0.891 -0.144

Calculated values
**SMILES**: O=Cn1cnc(=O)o1
**Relative energy (zero: lowest compared OMol25 entry of this formula, charge and spin)**: 118.7 kcal per mole
**Max |F|**: 8.04 eV/Å


Density functional theory data (the ωB97M-V functional and the def2-TZVPD basis) for one molecule with the formula C9H10O3Si.

Atoms and positions in Å:
1 C -1.659 0.619 0.135
2 C -0.839 -0.548 -0.062
3 C -2.938 0.205 0.104
4 C -1.674 -1.592 -0.198
5 C -0.086 1.855 -1.153
6 C 0.662 0.775 -1.330
7 C 0.448 1.060 0.970
8 C -0.705 1.776 0.234
9 C 0.593 -0.082 -0.070
10 O -2.979 -1.159 -0.089
11 O -4.116 0.848 0.239
12 O -1.467 -2.911 -0.394
13 Si 1.931 -1.397 0.189
14 H -0.297 2.643 -1.852
15 H 1.202 0.482 -2.212
16 H 1.345 1.676 1.040
17 H 0.169 0.703 1.961
18 H -1.089 2.699 0.655
19 H -4.826 0.197 0.183
20 H -2.323 -3.354 -0.415
21 H 1.954 -2.289 -0.970
22 H 1.637 -2.137 1.416
23 H 3.219 -0.707 0.317

Calculated values
**SMILES**: Oc1oc(O)c2c1[C@@H]1C=C[C@@]2([SiH3])C1
**Relative energy (zero: lowest compared OMol25 entry of this formula, charge and spin)**: 0.0 kcal per mole
**Max |F|**: 1.00 eV/Å


Density functional theory data (the ωB97M-V functional and the def2-TZVPD basis) for Ca7O16P4 as an isolated structure in a non-equilibrium geometry.

Atoms and positions in Å:
1 Ca 0.567 -1.216 5.820
2 Ca -4.325 -3.169 0.410
3 Ca 3.176 -5.736 1.011
4 Ca -3.193 3.652 3.799
5 Ca 3.149 4.148 -0.199
6 Ca 3.398 -0.429 -4.202
7 Ca -2.207 -1.184 -5.259
8 P -6.125 -4.409 -6.048
9 O -7.175 -5.423 -5.652
10 O -5.420 -5.373 -7.193
11 O -5.243 -3.949 -4.875
12 O -6.884 -3.346 -6.709
13 P -0.212 -0.572 0.565
14 O -0.559 0.286 1.876
15 O -0.160 -1.829 1.337
16 O 1.073 0.150 0.061
17 O -1.212 -0.838 -0.649
18 P 7.871 3.593 -3.019
19 O 8.885 2.488 -2.913
20 O 8.077 4.420 -1.696
21 O 6.553 2.855 -2.936
22 O 8.082 4.442 -4.277
23 P -1.626 2.337 8.199
24 O -2.325 2.856 9.431
25 O -0.607 1.313 8.685
26 O -0.976 3.231 7.112
27 O -2.583 1.703 7.322

Calculated values
**Relative energy (zero: lowest compared OMol25 entry of this formula, charge and spin)**: 938.8 kcal per mole
**Max |F|**: 6.08 eV/Å
**Charge**: +2


Density functional theory data (the ωB97M-V functional and the def2-TZVPD basis) for a 3-piece molecular cluster, C3H5ClN2O6 overall in a non-equilibrium geometry.

Atoms and positions in Å:
1 C 0.951 3.415 0.127
2 C -1.646 -0.791 -0.604
3 C 2.291 -0.566 0.311
4 N 1.449 -1.850 0.401
5 N -2.746 -0.432 0.236
6 O 0.069 2.808 -0.286
7 O 1.420 -2.556 -0.567
8 O 1.829 4.018 0.535
9 O 0.934 -2.029 1.467
10 O -0.441 -0.084 -0.345
11 O 2.430 0.146 1.238
12 Cl 2.917 -0.358 -1.259
13 H -1.944 -0.645 -1.650
14 H -1.408 -1.845 -0.443
15 H -2.973 0.553 0.152
16 H -0.582 0.856 -0.521
17 H -2.551 -0.640 1.208

Calculated values
**SMILES**: O=C(Cl)[N+](=O)[O-].O=C=O.NCO
**Relative energy (zero: lowest compared OMol25 entry of this formula, charge and spin)**: 0.1 kcal per mole
**Max |F|**: 1.68 eV/Å